{"formula": "C14H38N3O7", "method": "ωB97M-V/def2-TZVPD", "mol_weight_g_mol": 360.5, "fmax_ha_per_bohr": 0.0362, "total_charge": -1, "multiplicity": 1, "total_energy_ha": -1247.07873, "elements": ["N", "O", "O", "O", "C", "C", "C", "O", "H", "H", "H", "H", "H", "H", "H", "H", "C", "C", "C", "O", "H", "H", "H", "H", "H", "H", "H", "H", "C", "C", "C", "O", "C", "N", "H", "H", "H", "H", "H", "H", "H", "H", "H", "H", "H", "C", "C", "C", "O", "C", "N", "H", "H", "H", "H", "H", "H", "H", "H", "H", "H", "H"], "coordinates": [[-2.5575, -10.7169, -1.8131], [-2.7912, -9.5699, -1.3985], [-2.6888, -10.9843, -3.0410], [-2.2155, -11.6330, -1.0267], [-0.6176, -12.5954, -5.4658], [-1.7769, -13.5802, -5.2423], [-1.5531, -14.3582, -3.9461], [-2.9998, -12.8737, -5.1315], [-0.6514, -11.7998, -4.7229], [-0.6582, -12.1824, -6.4740], [0.3285, -13.1326, -5.3464], [-1.8558, -14.2595, -6.0912], [-0.6219, -14.9484, -3.9419], [-2.3098, -15.1440, -3.8519], [-1.5210, -13.7448, -3.0468], [-2.8944, -12.2252, -4.4161], [-4.5121, -8.2200, -4.2396], [-3.6366, -8.8919, -5.2845], [-3.7694, -8.3200, -6.6774], [-2.2536, -8.7561, -4.9228], [-4.6627, -7.1660, -4.4917], [-3.9848, -8.2150, -3.2826], [-5.4340, -8.7597, -4.0201], [-3.8570, -9.9632, -5.3534], [-3.4572, -7.2697, -6.6553], [-4.7916, -8.3623, -7.0614], [-3.1477, -8.8410, -7.4062], [-2.1427, -9.3916, -4.1963], [1.7549, -7.8050, -2.7774], [0.9057, -6.7489, -2.0921], [-0.5759, -6.9217, -2.4090], [-1.3690, -5.9830, -1.6873], [-1.3518, -4.7173, -2.2338], [1.0899, -6.7725, -0.6286], [1.3894, -8.8281, -2.6626], [2.7637, -7.8384, -2.3458], [1.8964, -7.5683, -3.8323], [1.2921, -5.7885, -2.4673], [-0.9256, -7.9058, -2.1020], [-0.7179, -6.7819, -3.4872], [-1.9092, -4.5816, -3.1798], [-0.3571, -4.3232, -2.5013], [-1.7953, -3.9698, -1.5711], [0.7570, -5.8903, -0.2519], [2.0853, -6.7824, -0.4207], [1.9342, -11.5762, -0.6415], [1.2786, -11.6960, 0.7233], [2.1947, -11.3039, 1.8930], [3.5557, -11.7055, 1.8902], [4.3988, -10.9208, 1.0959], [0.1370, -10.7724, 0.7563], [1.2162, -11.8192, -1.4328], [2.7152, -12.3290, -0.7906], [2.3183, -10.5763, -0.8318], [1.0152, -12.7437, 0.9352], [1.7675, -11.7640, 2.7922], [2.1290, -10.2219, 2.0785], [5.4202, -10.9771, 1.4924], [4.1323, -9.8560, 1.1389], [4.4758, -11.2151, 0.0461], [-0.5226, -11.0573, 0.0355], [-0.2844, -10.8598, 1.6755]], "forces_ev_per_a": [[-0.206, -0.227, 0.598], [0.237, -0.498, -0.301], [0.208, 0.375, -0.098], [-0.025, 0.432, -0.434], [-0.016, -0.653, -0.215], [0.481, 0.847, 1.157], [0.413, -1.339, -0.172], [-0.205, -0.118, -0.597], [-0.075, 0.069, -0.016], [-0.014, 0.196, 0.075], [0.044, 0.107, -0.083], [-0.124, -0.046, -0.022], [0.072, 0.359, -0.272], [-0.288, 0.367, 0.195], [-0.292, 0.281, -0.132], [-0.056, -0.086, 0.188], [0.319, 0.149, 0.529], [0.466, -0.503, -0.184], [-0.109, 0.476, -0.259], [-0.185, -0.128, -0.116], [-0.362, -0.090, -0.061], [0.121, -0.137, -0.080], [-0.232, 0.217, -0.431], [-0.113, 0.021, 0.218], [-0.039, -0.037, -0.077], [-0.085, 0.013, 0.222], [0.146, -0.089, 0.185], [0.037, 0.041, 0.121], [0.500, -0.377, 0.182], [0.379, 0.124, 0.449], [0.292, 0.381, -0.076], [-0.051, -0.145, 0.104], [0.014, 1.583, -0.977], [0.282, 0.033, -0.124], [-0.334, 0.131, -0.080], [-0.071, 0.240, 0.034], [-0.233, -0.139, -0.063], [-0.356, 0.044, -0.231], [0.033, -0.030, -0.005], [-0.200, -0.199, 0.000], [-0.140, -0.648, 0.089], [0.155, -0.307, 0.341], [0.008, -0.379, 0.390], [-0.270, -0.199, 0.061], [-0.065, -0.117, -0.057], [-0.086, -0.766, -0.473], [0.461, 0.463, 0.012], [-0.246, 0.319, 0.695], [-0.203, -0.348, -0.324], [0.842, 0.611, 0.024], [0.754, -0.625, 0.236], [-0.202, 0.236, 0.168], [0.168, 0.218, 0.243], [0.011, 0.062, 0.083], [-0.153, -0.022, -0.432], [0.119, -0.031, -0.023], [0.080, 0.042, -0.381], [-0.178, -0.210, 0.162], [-0.209, -0.090, -0.067], [-0.333, -0.118, 0.039], [-0.413, 0.119, 0.326], [-0.470, 0.144, -0.260]], "nbo_charge": [0.72, -0.50, -0.62, -0.55, -0.63, 0.10, -0.64, -0.75, 0.22, 0.20, 0.19, 0.16, 0.19, 0.20, 0.24, 0.50, -0.65, 0.09, -0.61, -0.76, 0.19, 0.25, 0.21, 0.17, 0.19, 0.20, 0.21, 0.50, -0.61, -0.08, -0.08, -0.53, -0.25, -0.82, 0.22, 0.20, 0.21, 0.15, 0.23, 0.18, 0.16, 0.15, 0.18, 0.35, 0.34, -0.62, -0.08, -0.06, -0.54, -0.25, -0.84, 0.22, 0.20, 0.21, 0.15, 0.17, 0.17, 0.17, 0.16, 0.17, 0.40, 0.34]}

***

{"formula": "C14H38N4O6", "method": "ωB97M-V/def2-TZVPD", "mol_weight_g_mol": 358.5, "fmax_ha_per_bohr": 0.0226, "total_charge": 0, "multiplicity": 1, "smiles": "COCCNCCOC.COCCNCCOC.NC(N)=O.CO", "de_lowest_kj_mol": 0.0, "elements": ["C", "O", "C", "C", "N", "C", "C", "O", "C", "H", "H", "H", "H", "H", "H", "H", "H", "H", "H", "H", "H", "H", "H", "H", "C", "O", "C", "C", "N", "C", "C", "O", "C", "H", "H", "H", "H", "H", "H", "H", "H", "H", "H", "H", "H", "H", "H", "H", "C", "O", "N", "N", "H", "H", "H", "H", "C", "O", "H", "H", "H", "H"], "coordinates": [[0.5138, 2.4009, 2.9285], [-0.8759, 2.3121, 2.7649], [-1.2584, 2.3352, 1.4075], [-2.7516, 2.3859, 1.2994], [-3.2594, 3.7744, 1.3429], [-4.6885, 3.7997, 1.0252], [-5.1977, 5.2218, 1.0596], [-5.1380, 5.6878, 2.3895], [-5.8358, 6.8930, 2.5693], [1.0032, 1.5444, 2.4385], [0.7309, 2.3938, 3.9922], [0.9161, 3.3143, 2.4725], [-0.8347, 1.4580, 0.8901], [-0.8276, 3.2138, 0.9054], [-3.2187, 1.7347, 2.0526], [-3.0773, 1.9568, 0.3460], [-3.1979, 4.0326, 2.3269], [-5.3001, 3.2099, 1.7205], [-4.8307, 3.4164, 0.0120], [-6.2296, 5.2739, 0.6768], [-4.6161, 5.8725, 0.3922], [-5.4511, 7.6858, 1.9130], [-5.6851, 7.2283, 3.5940], [-6.9081, 6.7728, 2.3779], [5.2950, -2.3615, 2.1349], [4.5941, -3.1142, 1.1669], [3.2264, -2.8180, 1.1398], [2.5454, -3.7194, 0.1553], [2.8385, -3.3668, -1.2447], [2.1641, -4.2648, -2.1755], [2.7836, -4.1246, -3.5415], [4.1206, -4.5691, -3.4978], [4.7001, -4.6099, -4.7796], [4.7983, -2.4073, 3.1106], [5.3703, -1.3107, 1.8347], [6.2849, -2.8023, 2.2207], [3.0578, -1.7612, 0.8668], [2.7538, -2.9336, 2.1268], [1.4585, -3.6652, 0.2721], [2.8369, -4.7600, 0.3571], [3.8396, -3.4443, -1.3961], [1.1230, -3.9442, -2.2861], [2.1709, -5.3106, -1.8470], [2.7671, -3.0650, -3.8422], [2.1988, -4.6594, -4.3022], [4.7661, -3.6052, -5.2153], [4.1383, -5.2901, -5.4270], [5.7232, -4.9753, -4.6982], [-2.7758, -0.5130, -1.3132], [-3.8412, -0.1663, -1.8083], [-1.6420, -0.6831, -2.0473], [-2.6822, -0.8457, 0.0160], [-0.7386, -0.8540, -1.6234], [-1.7060, -0.4761, -3.0256], [-1.8233, -1.1998, 0.3931], [-3.5454, -0.8597, 0.5236], [1.4927, 0.1062, -0.7620], [1.1939, -1.0792, -1.4768], [0.7832, 0.8822, -1.0444], [1.4362, -0.0275, 0.3254], [2.5027, 0.4622, -0.9932], [1.8087, -1.7825, -1.1939]], "forces_ev_per_a": [[0.057, -0.159, -0.351], [-0.171, 0.189, 0.282], [0.523, -0.080, -0.288], [-0.707, 0.161, -0.658], [-0.175, -0.901, 0.714], [0.152, 0.507, -0.206], [-0.282, 0.123, -0.311], [-0.051, -0.012, 0.121], [0.153, 0.326, -0.018], [0.081, 0.051, 0.141], [0.027, -0.016, 0.046], [-0.025, 0.033, 0.076], [-0.203, -0.071, 0.124], [-0.094, 0.037, 0.074], [0.156, 0.088, 0.166], [0.248, 0.086, -0.076], [0.159, 0.417, -0.180], [0.022, -0.148, -0.047], [0.009, -0.114, 0.042], [-0.025, -0.179, 0.205], [0.214, -0.079, 0.126], [-0.032, -0.092, -0.065], [-0.046, -0.140, 0.044], [-0.001, -0.035, -0.002], [-0.057, -0.033, -0.084], [0.116, -0.118, 0.142], [-0.453, 0.560, 0.106], [-0.133, -0.444, -0.641], [0.045, -0.138, 0.704], [-0.154, 0.393, -0.364], [-0.013, 0.366, -0.288], [0.047, -0.260, 0.089], [0.302, 0.100, -0.007], [-0.005, -0.047, -0.010], [0.057, 0.002, 0.012], [0.050, 0.108, -0.007], [0.121, -0.084, -0.075], [0.221, -0.196, 0.055], [0.032, 0.085, 0.147], [-0.027, 0.043, 0.119], [0.013, 0.041, 0.022], [-0.062, -0.104, 0.203], [0.105, -0.022, -0.001], [-0.047, -0.027, 0.090], [0.091, -0.226, 0.139], [-0.239, -0.068, -0.119], [-0.009, 0.135, -0.152], [-0.076, -0.104, 0.193], [-0.620, -0.434, -0.390], [0.228, 0.118, 0.170], [0.083, 0.113, 0.433], [0.332, 0.305, -0.363], [-0.006, -0.148, -0.337], [0.047, 0.103, -0.003], [-0.169, -0.110, 0.218], [0.080, -0.042, 0.192], [0.396, 0.069, 0.083], [-0.377, 0.293, 0.346], [-0.050, -0.040, -0.073], [-0.102, -0.055, -0.033], [-0.051, 0.043, -0.030], [0.294, -0.171, -0.446]], "nbo_charge": [-0.24, -0.54, -0.07, -0.25, -0.61, -0.24, -0.06, -0.55, -0.24, 0.15, 0.19, 0.17, 0.16, 0.18, 0.18, 0.21, 0.36, 0.17, 0.20, 0.16, 0.17, 0.16, 0.19, 0.16, -0.25, -0.54, -0.07, -0.24, -0.65, -0.24, -0.07, -0.55, -0.25, 0.17, 0.17, 0.20, 0.16, 0.17, 0.20, 0.19, 0.39, 0.20, 0.18, 0.17, 0.17, 0.17, 0.17, 0.19, 0.77, -0.68, -0.86, -0.86, 0.42, 0.40, 0.39, 0.41, -0.26, -0.78, 0.19, 0.15, 0.17, 0.50]}

***

{"formula": "C14H38N5O8", "method": "ωB97M-V/def2-TZVPD", "mol_weight_g_mol": 404.5, "fmax_ha_per_bohr": 0.0786, "total_charge": -1, "multiplicity": 1, "de_lowest_kj_mol": 59.0, "elements": ["N", "H", "H", "H", "H", "C", "O", "O", "O", "C", "O", "C", "C", "N", "C", "C", "O", "C", "H", "H", "H", "H", "H", "H", "H", "H", "H", "H", "H", "H", "H", "H", "H", "C", "O", "C", "C", "N", "C", "C", "O", "C", "H", "H", "H", "H", "H", "H", "H", "H", "H", "H", "H", "H", "H", "H", "H", "C", "O", "N", "N", "H", "H", "H", "H"], "coordinates": [[-0.0577, 0.5343, 0.1161], [-0.7532, 0.1374, -0.4993], [0.7328, -0.0885, 0.2017], [-0.4824, 0.7942, 0.9949], [0.2977, 1.3307, -0.3935], [2.3354, 5.0879, -2.7998], [3.5737, 5.1043, -3.0684], [1.7995, 6.1062, -3.2632], [1.8254, 4.2472, -2.0498], [-0.5361, 0.3521, 4.2516], [-1.5393, 0.9738, 3.3003], [-2.4388, 1.8284, 3.9690], [-2.9133, 2.9144, 2.9986], [-3.5645, 2.5097, 1.7632], [-4.8908, 1.9829, 1.8967], [-5.4842, 1.4880, 0.4734], [-6.1285, 2.5852, -0.1792], [-6.7583, 2.1660, -1.3379], [0.1590, -0.2350, 3.6514], [-1.0074, -0.3105, 4.9776], [0.0444, 1.1229, 4.7586], [-1.9705, 2.3104, 4.8272], [-3.3148, 1.2601, 4.2817], [-1.9900, 3.4260, 2.7267], [-3.5383, 3.7137, 3.3968], [-3.6493, 3.3270, 1.1758], [-5.4302, 2.8385, 2.3031], [-4.9528, 1.2718, 2.7204], [-6.2275, 0.7382, 0.7442], [-4.7826, 0.9608, -0.1730], [-6.1422, 1.6157, -2.0490], [-6.9542, 3.0923, -1.8779], [-7.6519, 1.5752, -1.1362], [7.8458, -1.8045, -0.4271], [6.4091, -1.7464, -0.3420], [5.8202, -1.8446, 0.9085], [4.4254, -1.1795, 1.0247], [3.4495, -1.8562, 0.1533], [3.2366, -3.2649, 0.6303], [2.0393, -3.9255, -0.0395], [0.8217, -3.0961, 0.2435], [-0.3350, -3.6256, -0.4737], [8.2687, -2.8091, -0.4299], [8.4488, -1.0604, 0.0934], [8.0522, -1.3733, -1.4066], [6.5336, -1.2591, 1.4885], [5.9003, -2.8692, 1.2715], [4.6375, -0.1601, 0.7024], [4.2045, -1.2757, 2.0877], [3.8159, -1.9927, -0.7779], [3.1174, -3.3167, 1.7125], [4.0697, -3.9253, 0.3896], [1.8738, -4.9131, 0.3910], [2.3078, -4.0096, -1.0925], [-1.2029, -2.9992, -0.2671], [-0.4512, -4.6910, -0.2753], [-0.2539, -3.5578, -1.5586], [-1.5625, -0.3928, -4.5901], [-1.9901, -0.1090, -3.5249], [-0.5455, 0.2358, -5.1327], [-2.0106, -1.3691, -5.4211], [-0.0954, 1.0157, -4.6750], [-0.1803, -0.1249, -6.0025], [-1.3492, -1.6711, -6.1221], [-2.9105, -1.7904, -5.2402]], "forces_ev_per_a": [[0.130, 0.158, -0.752], [-0.584, -0.557, -0.348], [0.431, -0.777, 0.373], [-0.189, 0.248, 0.736], [0.300, 1.168, -0.168], [2.499, 1.406, -0.059], [2.634, -1.600, -0.218], [-3.423, 1.956, -0.894], [-1.909, -2.156, 1.336], [-1.103, 0.740, -1.464], [2.073, -1.088, 1.422], [-1.150, 0.229, -0.714], [0.661, 0.749, -0.696], [1.514, -1.109, -0.613], [-0.417, 0.480, -1.130], [-0.415, 0.619, 2.576], [1.273, -0.779, 0.985], [-0.189, 0.752, -1.145], [-0.224, 0.053, -0.150], [-0.281, 0.118, -0.038], [-0.200, 0.185, 0.016], [-0.034, 0.050, 0.103], [-0.004, -0.277, 0.477], [0.065, 0.110, -0.312], [-0.111, -0.110, 1.274], [0.358, 0.034, -0.180], [-1.359, -0.025, -0.320], [0.150, -0.673, -0.534], [-0.445, -0.149, -0.096], [0.515, 0.440, 0.065], [0.489, -0.403, 0.283], [-0.686, -0.081, -0.015], [-0.264, 0.053, 0.017], [-0.732, 0.798, -1.684], [0.660, -0.066, -1.774], [1.419, 0.789, 1.398], [2.009, -1.391, -1.533], [-0.578, -1.270, 1.409], [-0.589, 0.434, -0.219], [-1.024, 1.782, 0.966], [0.500, -1.632, -1.559], [1.078, 0.468, -0.004], [-0.157, -0.065, 0.512], [-0.516, -0.235, 1.449], [-0.228, -0.549, -0.564], [-0.343, 0.108, 1.187], [-0.437, -0.303, 0.155], [-0.730, 0.174, 0.161], [-0.627, 0.322, -0.144], [0.298, 0.684, -0.222], [-0.061, 0.390, 0.069], [0.390, -0.034, 0.007], [0.004, -0.165, -0.101], [-0.720, 0.072, -0.357], [0.028, -0.315, 0.623], [-0.397, 0.007, 0.456], [0.589, 0.177, -0.233], [0.348, -0.546, -1.214], [-2.003, 0.430, 3.118], [2.606, 1.258, -1.472], [-0.722, -0.976, -0.329], [-0.013, -0.230, 0.006], [0.178, 0.694, 0.245], [-0.889, -0.379, -0.004], [0.555, -0.196, -0.165]], "nbo_charge": [-1.03, 0.42, 0.43, 0.44, 0.44, 0.90, -0.79, -0.76, -0.84, -0.29, -0.57, -0.07, -0.25, -0.63, -0.24, -0.07, -0.53, -0.25, 0.19, 0.18, 0.18, 0.18, 0.16, 0.21, 0.17, 0.37, 0.17, 0.19, 0.15, 0.19, 0.17, 0.19, 0.16, -0.27, -0.56, -0.07, -0.26, -0.63, -0.25, -0.07, -0.56, -0.29, 0.17, 0.18, 0.20, 0.16, 0.15, 0.22, 0.19, 0.36, 0.19, 0.17, 0.17, 0.17, 0.19, 0.16, 0.17, 0.73, -0.67, -0.83, -0.87, 0.43, 0.37, 0.38, 0.41]}